# 1
A structure of composition C26H28ClLaN5 at a distorted geometry, computed with the ωB97M-V functional and the def2-TZVPD basis.

Geometry (Å):
La -1.06059 -0.55681 1.17637
C 5.34571 -0.68091 1.98527
C 4.97041 -1.79161 1.24587
C 3.64461 -2.19611 1.29417
N 2.71661 -1.58111 2.00967
C 3.08341 -0.52621 2.71687
C 4.38151 -0.03521 2.74047
H 6.36761 -0.32611 1.96537
H 5.68711 -2.32871 0.63967
H 3.31761 -3.06351 0.73547
H 2.29821 -0.04821 3.28687
H 4.63171 0.83119 3.32997
C 2.04971 -0.04531 -1.02773
C 2.05931 1.48289 -0.97123
C 2.57261 1.97279 0.38167
C 0.70541 2.08409 -1.28293
C 0.55361 2.70859 -2.50023
C -0.61579 3.36519 -2.84873
C -1.60299 3.49699 -1.88573
C -1.51369 2.90289 -0.64413
C -2.60909 3.23109 0.35397
C -3.68689 2.14509 0.43107
C -2.07419 3.53939 1.75207
C -0.39019 2.04069 -0.33633
N -0.31899 1.33809 0.77077
H 3.04921 -0.43891 -0.84223
H 1.71241 -0.39311 -2.00343
H 1.37111 -0.43771 -0.26403
H 2.75181 1.83879 -1.74833
H 1.88461 1.63699 1.15687
H 2.61251 3.06029 0.38717
H 3.57051 1.58259 0.58297
H 1.38091 2.69369 -3.20233
H -0.73719 3.79869 -3.83223
H -2.47339 4.10299 -2.11313
H -3.10239 4.14399 -0.01373
H -3.26699 1.21779 0.83657
H -4.10219 1.94669 -0.55683
H -4.49389 2.46769 1.08957
H -1.64859 2.63849 2.19817
H -2.88119 3.91059 2.38357
H -1.30139 4.30319 1.69987
Cl -2.86529 -2.26601 -0.21613
C -1.70369 -3.05771 -1.25183
C -2.09979 -3.45841 -2.50983
C -1.15369 -3.95261 -3.39583
C 0.17811 -3.99181 -3.00613
C 0.55611 -3.61481 -1.73773
C -0.37729 -3.16811 -0.77753
C -0.00919 -2.85071 0.58127
H -3.13759 -3.38161 -2.80053
H -1.45589 -4.28861 -4.37593
H 0.92611 -4.33791 -3.70783
H 1.59591 -3.67681 -1.44333
H 1.03921 -3.07571 0.77357
H -0.65299 -3.37421 1.30397
N -2.94899 -0.77461 2.66617
C -4.07119 -1.11911 2.59327
N -5.26349 -1.45171 2.73297
C -6.22699 -1.89641 2.01807
N -7.16809 -2.29521 1.47607

Values from the calculation:
net charge = -1
Kohn-Sham gap = 5.71 eV
HOMO = -3.44 eV
LUMO = 2.3 eV



# 2
A structure of composition C26H28IN10O2STi, computed with the ωB97M-V functional and the def2-TZVPD basis.

Geometry (Å):
Ti -0.56944 -0.06661 -0.02460
C 1.83610 2.22031 3.12086
C 2.63847 1.33097 2.21997
N 3.94844 1.25448 2.45453
C 4.71955 0.49400 1.69891
C 4.25934 -0.29633 0.63928
C 5.26751 -1.13577 -0.10399
O 4.95528 -1.16668 -1.48762
C 2.88234 -0.25029 0.38397
C 2.29799 -0.99862 -0.70850
N 1.04213 -0.99804 -1.01391
C 0.66787 -1.58832 -2.26564
C 0.80578 -2.93355 -2.56420
C 0.42491 -3.38704 -3.82275
C -0.08337 -2.51030 -4.76858
C -0.22966 -1.15523 -4.47760
C 0.14780 -0.72578 -3.22376
I -0.05111 1.28128 -2.60013
C 2.09154 0.59520 1.17627
O 0.74777 0.65921 0.93910
H 2.16129 2.06974 4.14900
H 0.76141 2.04450 3.05259
H 2.03488 3.26846 2.88650
H 5.77612 0.50681 1.94308
H 5.27922 -2.14705 0.32057
H 6.25358 -0.69983 0.06609
H 5.71626 -1.49724 -1.97922
H 2.98851 -1.54080 -1.35110
H 1.21152 -3.61533 -1.82673
H 0.53439 -4.43514 -4.06540
H -0.36741 -2.87347 -5.74685
H -0.61528 -0.46952 -5.21964
N 0.48069 -1.38130 2.93057
C -0.38559 -2.16051 2.28307
N -0.57673 -3.36804 2.76269
C -1.53225 -4.10745 2.19984
N -1.73853 -5.33270 2.62216
N -2.35042 -3.64675 1.20093
C -2.05821 -2.48819 0.72598
N -1.02894 -1.67094 1.14952
C -2.88597 -1.95711 -0.37208
C -4.15610 -2.45068 -0.58657
C -4.89856 -1.92359 -1.63404
C -4.33185 -0.92334 -2.40767
C -3.06599 -0.45905 -2.09399
N -2.33580 -0.95572 -1.08326
H 0.85287 -1.75407 3.79195
H 0.47474 -0.38527 2.80624
H -1.17916 -5.71106 3.37189
H -2.48044 -5.88761 2.22457
H -4.53390 -3.23644 0.05046
H -5.89766 -2.28495 -1.83761
H -4.86666 -0.48398 -3.23778
H -2.63230 0.35076 -2.65940
S -2.18196 1.61033 0.49818
C -1.61210 3.26625 0.62938
N -2.54870 4.18996 0.68214
C -2.26541 5.62790 0.84093
C -0.89326 5.92981 0.26598
C 0.13313 4.97608 0.85149
N -0.33325 3.58798 0.67484
H -3.51048 3.88673 0.63808
H -2.32294 5.88247 1.90042
H -3.04790 6.17247 0.31753
H -0.61626 6.95524 0.50253
H -0.91271 5.83747 -0.82121
H 0.28297 5.16504 1.91630
H 1.09366 5.06577 0.34801
H 0.32821 2.83042 0.74742

Values from the calculation:
net charge = +3
Kohn-Sham gap = 6.80 eV
HOMO = -16.93 eV
LUMO = -10.1 eV



# 3
A structure of composition C26H28N2O2PReS5, computed with the ωB97M-V functional and the def2-TZVPD basis.

Geometry (Å):
Re 1.08118 0.80791 -0.32754
C 2.40398 -2.25414 0.31767
C 1.70630 -1.73386 1.53463
C 1.54717 -2.60413 2.63963
C 0.87235 -2.19079 3.73952
C 0.32624 -0.88860 3.77545
C -0.40910 -0.42827 4.88984
C -0.94452 0.82669 4.87480
C -0.76286 1.65419 3.75389
C -0.04925 1.24413 2.65036
S 0.15209 2.34855 1.29881
C 0.51786 -0.06085 2.65251
N 1.22809 -0.50191 1.54652
H 2.79248 -3.25258 0.50850
H 3.22720 -1.60785 0.01863
H 1.70290 -2.30599 -0.51893
H 1.96308 -3.59952 2.57516
H 0.73573 -2.84624 4.59124
H -0.54152 -1.08925 5.73686
H -1.51599 1.19033 5.71838
H -1.19640 2.64604 3.74197
S 4.57450 -0.38997 -3.01954
C 3.17744 -1.07173 -3.74510
C 2.03525 -0.78233 -3.06563
C 2.26558 0.00728 -1.89653
C 3.60590 0.30972 -1.78570
C 4.09084 1.07427 -0.66455
C 5.43092 1.35789 -0.40581
C 5.76666 2.06014 0.72932
C 4.75629 2.47392 1.59008
C 3.45006 2.17203 1.27454
N 3.10936 1.48845 0.16957
H 3.27739 -1.65573 -4.64672
H 1.06000 -1.12675 -3.37403
H 6.18583 1.01414 -1.09978
H 6.80320 2.28212 0.94662
H 4.97054 3.02687 2.49288
H 2.62371 2.48778 1.89561
S 0.48704 3.05674 -2.87616
C 0.75427 2.04933 -1.74226
C -2.82614 2.22188 -1.38946
C -2.74198 1.75475 -2.82757
C -4.10194 1.60851 -3.48220
O -1.99677 0.51895 -3.02470
P -1.94871 -0.80659 -2.15849
S -1.29316 -2.28338 -3.21147
S -0.97515 -0.45483 -0.37413
O -3.47985 -0.94717 -1.72614
C -4.12236 -1.80773 -0.74704
C -4.30751 -1.05969 0.55856
C -3.43075 -3.14512 -0.57793
H -3.30124 3.20527 -1.38133
H -1.84582 2.30819 -0.92500
H -3.42843 1.54508 -0.78475
H -2.14929 2.47383 -3.39457
H -4.73193 0.92582 -2.91314
H -3.99753 1.22344 -4.49590
H -4.59079 2.58364 -3.52822
H -5.10542 -1.97634 -1.19189
H -3.35657 -0.90598 1.06691
H -4.96464 -1.63905 1.21027
H -4.77108 -0.08894 0.38275
H -2.44870 -3.02621 -0.11720
H -3.29979 -3.64631 -1.53420
H -4.04629 -3.77005 0.07217

Values from the calculation:
multiplicity = 3
net charge = 0
Kohn-Sham gap (spin up / spin down) = 6.82 / 5.69 eV
HOMO (spin up / spin down) = -7.19 / -7.48 eV
expectation value of S² = 2.04
LUMO (spin up / spin down) = -0.4 / -1.8 eV